No. 1
{"formula": "C19H42N4O3", "method": "ωB97M-V/def2-TZVPD", "elements": ["H", "H", "H", "H", "H", "H", "C", "H", "H", "H", "H", "H", "H", "H", "C", "C", "C", "N", "H", "N", "H", "C", "O", "N", "C", "N", "H", "C", "C", "H", "H", "C", "C", "H", "C", "H", "H", "H", "H", "O", "C", "O", "C", "C", "H", "H", "C", "H", "H", "H", "C", "H", "H", "H", "H", "H", "H", "C", "C", "C", "H", "H", "H", "H", "H", "H", "H", "H"], "xyz": [[3.318961, 5.968444, 3.038479], [-6.964439, -5.721116, -3.741351], [8.808811, 5.619114, 3.743059], [-7.276789, -4.070616, -3.077391], [3.713931, 6.647224, 4.570249], [4.150191, 8.147314, 2.959719], [-2.603979, -5.503976, -4.409531], [-7.470219, -5.552786, -6.413401], [-0.824199, -3.197296, 3.150999], [-8.305939, -4.719556, -4.249551], [6.796561, 4.224334, 5.982959], [5.340211, 7.191784, 2.103899], [4.443391, 4.004504, 2.053009], [3.103791, 3.909824, 4.327189], [-7.252569, -4.695146, -3.970401], [4.101101, 3.969854, 4.762929], [-2.359029, -2.068446, 3.084069], [-4.888989, -4.495636, -4.434101], [-2.249549, -4.641366, -3.845291], [-1.625449, -2.996296, 2.569879], [4.023251, 4.254944, 5.812099], [-5.803259, -6.726596, -6.075481], [6.915241, 4.275414, 5.031689], [6.237211, 5.364304, 4.666169], [7.382531, 6.968574, 5.929449], [-3.557309, -1.992066, 2.494249], [-3.961249, -7.595446, -5.488661], [-6.487619, -2.895126, -5.611601], [7.019341, 6.624914, 4.471779], [-5.800199, -7.123666, -7.090581], [-4.302879, -6.244626, -2.033361], [4.905221, 7.371554, 3.087059], [5.368651, 4.301964, 2.546459], [4.664741, 3.043654, 4.650859], [-6.406309, -5.348136, -6.293751], [-7.406629, -2.872946, -6.197271], [-2.079809, -6.346226, -3.957901], [-5.186729, -7.259996, -3.120091], [6.685941, 8.618254, 3.593239], [-2.130249, -1.386136, 4.092449], [4.166411, 6.211694, 3.679379], [-4.689209, -3.657576, -3.429721], [-4.236189, -6.739736, -3.002131], [-6.309419, -4.340566, -5.078931], [8.040971, 6.166474, 6.262929], [-3.544559, -2.621226, 1.704249], [-4.084859, -5.743076, -4.279791], [7.764491, 6.191424, 2.425619], [-4.054649, -1.120896, 2.376749], [7.996951, 7.835724, 6.171609], [6.106671, 7.799244, 4.019589], [-5.774609, -2.747556, -6.422741], [5.901611, 4.972704, 1.872549], [5.943881, 3.394814, 2.731639], [-6.080569, -4.821986, -7.191061], [-2.167119, -5.250176, -5.375371], [5.656031, 8.046954, 4.980669], [8.099931, 6.390974, 3.443339], [-4.344759, -6.576916, -5.548901], [5.051571, 4.984474, 3.955989], [-6.439959, -7.376606, -5.475321], [-6.470869, -2.084836, -4.882741], [-3.770119, -6.131086, -6.360771], [6.450011, 7.069524, 6.484719], [-4.350759, -2.885566, -3.889111], [8.559281, 7.353404, 3.217889], [-3.548199, -7.576366, -3.123831], [-1.907689, -3.795986, 2.021299]], "atomic_forces_ev_per_a": [[0.093, -0.399, -0.090], [-0.334, -0.046, 0.637], [0.126, 0.203, -0.069], [0.784, 0.051, -0.077], [0.012, -0.497, 0.577], [0.400, 0.516, 0.019], [1.607, 1.443, 1.194], [-0.290, 0.443, -0.263], [0.104, -0.086, -0.169], [-0.112, -0.042, -0.511], [0.120, -0.280, 0.261], [-0.237, -0.304, -0.233], [-0.106, 0.008, 0.043], [0.217, -0.016, -0.153], [-1.166, -0.833, 0.119], [2.140, 0.656, -0.702], [-2.719, 3.413, 3.704], [-0.358, -2.758, -3.712], [-0.282, 0.112, 0.629], [4.440, -3.241, -0.448], [0.047, 0.025, -0.001], [1.118, 1.165, -0.093], [2.174, -1.862, 0.607], [-2.954, 2.612, -0.243], [1.567, -0.389, -0.188], [-1.762, -0.489, -1.937], [0.365, 0.008, 0.529], [0.237, -1.084, -0.749], [-1.207, -0.367, -0.429], [0.302, -0.596, 0.117], [0.637, -0.056, -0.061], [1.587, 0.728, -0.045], [-0.345, 0.197, 1.162], [-0.612, -0.445, 0.439], [-1.169, 0.790, 1.638], [-0.502, 0.074, 0.473], [0.180, -0.025, -0.406], [-0.437, 0.148, 0.074], [0.015, -0.062, 0.228], [1.035, -0.530, -1.124], [0.399, 0.245, 0.007], [0.218, 2.356, 2.378], [-1.768, 0.867, -1.551], [1.944, -0.318, 0.532], [-0.375, -0.337, 0.572], [-0.954, 0.579, -0.372], [-0.770, -1.403, -0.821], [-0.743, -0.664, 0.257], [0.259, -0.179, 0.323], [-0.102, 0.492, -0.734], [-1.950, -1.355, 0.104], [0.570, 0.311, 0.333], [0.097, -0.053, 0.137], [0.199, 0.076, -0.135], [0.401, -0.315, -0.025], [-0.574, -0.485, -0.432], [-0.238, 0.929, -0.269], [0.829, 0.815, -0.250], [-1.322, -0.900, -1.077], [-2.211, -0.128, -1.609], [0.055, 0.144, 0.220], [0.021, -0.223, 0.030], [-0.141, 0.185, -0.072], [0.230, -0.400, 0.118], [0.292, 0.479, 0.511], [0.827, 0.054, 0.619], [0.499, 0.508, 0.447], [-0.407, 0.530, 0.011]], "mulliken_charge": [0.466, 0.392, 0.321, 0.286, 0.358, 0.386, -1.782, 0.336, 0.244, 0.399, 0.357, 0.343, 0.401, 0.366, -1.612, -1.727, 0.551, 0.307, 0.406, -0.397, 0.396, -0.757, -0.526, 0.621, -1.808, -0.381, 0.417, -1.944, 1.320, 0.366, 0.339, -0.703, -1.547, 0.418, -1.040, 0.415, 0.372, 0.381, 0.455, -0.642, -1.184, -0.479, -1.582, 1.476, 0.449, 0.172, 1.165, 0.301, 0.243, 0.313, -1.105, 0.460, 0.325, 0.386, 0.394, 0.402, 0.313, -1.612, -1.144, 1.060, 0.370, 0.407, 0.416, 0.422, 0.367, 0.435, 0.464, 0.211], "lumo_energy_ev": 0.36, "e_tot_ha": -1193.71160, "homo_lumo_gap_ev": 8.1298}


No. 2
{"formula": "CH2F3PS", "method": "ωB97M-V/def2-TZVPD", "elements": ["F", "H", "H", "P", "S", "F", "F", "C"], "xyz": [[1.607734, 0.037655, -0.264941], [-1.751085, -0.548987, 0.183137], [-1.035251, 0.628321, -1.158679], [-1.377279, -0.612631, -1.169904], [0.893101, 1.305721, 1.782686], [2.673180, -0.660072, 1.493663], [-2.797684, -0.365013, -1.902437], [1.787286, 0.215006, 1.036476]], "atomic_forces_ev_per_a": [[0.840, -0.632, 0.182], [-0.335, -0.019, 0.263], [1.188, 3.540, 0.029], [-0.755, -3.341, -0.525], [0.579, -0.267, 0.565], [-0.749, 0.936, -0.504], [-0.115, -0.163, 0.215], [-0.653, -0.054, -0.226]], "mulliken_charge": [-0.136, 0.024, 0.015, 0.242, -0.217, -0.141, -0.278, 0.491], "lumo_energy_ev": -0.43, "e_tot_ha": -1078.40371, "de_lowest_ev": 0.541, "homo_lumo_gap_ev": 9.5659}


No. 3
{"formula": "C31H33NOS2SiSr", "method": "ωB97M-V/def2-TZVPD", "elements": ["C", "H", "H", "C", "H", "Sr", "C", "H", "C", "H", "N", "C", "H", "H", "C", "C", "H", "H", "H", "H", "C", "H", "H", "H", "H", "C", "C", "H", "H", "C", "C", "Si", "O", "C", "C", "C", "H", "H", "S", "C", "S", "H", "H", "H", "H", "H", "C", "C", "H", "C", "C", "C", "C", "H", "H", "C", "H", "H", "C", "H", "C", "H", "H", "C", "C", "C", "H", "C", "C", "C"], "xyz": [[11.025377, 8.162089, 15.457410], [5.312378, 7.795146, 5.515775], [8.856961, 7.543564, 14.869960], [10.861012, 13.112263, 7.174696], [14.954727, 8.882171, 10.550962], [10.756598, 9.530671, 12.424021], [10.107083, 11.469784, 8.730982], [14.869279, 11.163733, 14.830387], [7.447795, 10.149074, 6.805654], [7.871611, 11.075454, 6.551488], [9.529318, 11.784232, 13.203651], [7.063326, 8.316771, 8.300551], [9.611950, 14.778693, 6.840115], [13.978352, 12.204832, 13.675338], [10.421912, 7.060212, 8.546308], [12.421008, 7.551006, 13.313034], [12.086952, 9.508478, 6.999514], [12.201109, 11.640708, 7.992750], [14.963274, 10.541311, 10.890063], [7.179746, 7.941286, 9.327144], [13.713476, 10.083755, 13.408944], [15.987165, 9.426614, 11.908928], [8.150623, 14.176080, 9.017570], [5.474932, 6.972894, 7.891208], [11.153025, 7.085142, 15.738596], [8.987923, 13.628287, 8.612598], [13.930462, 9.222098, 12.314061], [12.218582, 11.889458, 14.933083], [14.276303, 7.464116, 10.428357], [10.413709, 12.632034, 13.176612], [12.521978, 7.394081, 6.751872], [9.565275, 9.672312, 8.878821], [9.523956, 9.454976, 10.491243], [9.783990, 13.933205, 7.528106], [12.597477, 9.803753, 14.301512], [11.933776, 6.122484, 13.310286], [11.472852, 5.717798, 12.416086], [11.254418, 5.947028, 14.092238], [11.814642, 13.582151, 13.129907], [12.069379, 8.462149, 14.412868], [9.034175, 8.734245, 15.318475], [15.505900, 11.427227, 13.235544], [9.493295, 6.828264, 9.189716], [11.086895, 8.775745, 16.344240], [14.543288, 6.270223, 11.780337], [13.094321, 10.925136, 16.102493], [14.572117, 11.277094, 13.795098], [5.934674, 8.356615, 6.201654], [12.971164, 6.291229, 10.881627], [12.221108, 6.123602, 7.207648], [10.847593, 8.343496, 8.263813], [13.354916, 7.964615, 12.304482], [15.042746, 9.553033, 11.402773], [11.358465, 10.635692, 15.887441], [10.625153, 4.970989, 7.944077], [13.821797, 6.964514, 11.338242], [6.173081, 10.183037, 5.047495], [11.544357, 13.449587, 6.357555], [11.848125, 8.482850, 7.335007], [12.754798, 5.259545, 6.841809], [12.312226, 10.887201, 15.321273], [12.747756, 5.395534, 13.586049], [13.276424, 7.572097, 5.987444], [6.487710, 9.636452, 5.927173], [11.060770, 5.950476, 7.988434], [7.893047, 9.338403, 7.874011], [8.881407, 12.161401, 10.332891], [11.171662, 12.015238, 7.967563], [6.091215, 7.802880, 7.451134], [9.312507, 12.437350, 9.343383]], "atomic_forces_ev_per_a": [[4.510, -0.775, -0.819], [-0.225, 0.492, -0.303], [-0.545, -1.431, -0.584], [1.330, 1.067, 0.550], [0.756, 0.137, 0.038], [-0.658, 0.525, 0.173], [1.485, 0.243, 0.436], [-0.055, 0.092, 0.433], [-0.500, -2.227, -0.474], [0.842, 1.111, -0.012], [3.603, 3.867, -0.261], [0.164, -0.259, 0.410], [-0.303, -0.319, 0.623], [0.375, -0.392, 0.278], [-1.426, -2.268, 0.796], [0.762, 0.183, -1.699], [-0.015, -0.677, 0.056], [-0.629, -0.740, -0.642], [0.218, -0.188, 0.813], [0.145, -0.121, -0.570], [-3.040, -0.223, 2.147], [0.757, 0.166, -0.193], [0.188, 0.637, -0.254], [0.557, 0.684, -1.074], [-0.980, 0.936, -0.202], [1.136, -1.108, 1.708], [0.932, 1.354, 0.238], [0.003, 0.041, -0.280], [-0.502, -1.094, 1.117], [-2.130, -3.174, -0.011], [0.257, 0.614, 0.928], [0.826, -0.542, 2.917], [-0.872, -0.447, -1.861], [-0.703, 0.372, -1.639], [3.211, 2.018, -0.919], [1.550, -0.446, 0.249], [0.038, 0.280, -0.430], [-1.219, 0.053, 1.004], [-1.513, -0.227, -0.210], [-1.517, -0.964, 2.084], [-1.777, 1.388, -0.368], [-0.343, -0.361, -0.225], [1.514, 0.735, -1.031], [0.635, -0.236, -0.052], [0.129, 0.045, -0.035], [0.039, -0.088, 0.036], [-0.336, 0.317, -0.992], [-0.516, 0.714, -0.296], [1.416, 1.251, 1.036], [-1.047, 0.152, -0.402], [-1.640, 0.972, -0.128], [-2.520, -1.338, 2.210], [-0.403, 0.478, -1.639], [1.043, 0.519, -0.760], [-0.126, -0.430, 0.853], [-1.130, -1.508, -2.997], [0.120, -0.017, -0.066], [-0.441, -0.234, 0.948], [0.896, 0.848, -1.208], [-0.013, -0.132, -0.186], [-1.201, -1.442, 1.542], [-0.111, 0.391, -0.335], [0.024, -0.086, 0.271], [-0.116, -1.262, 0.609], [0.774, 0.712, -0.460], [1.043, 1.917, 0.856], [-0.424, 0.210, -1.075], [-0.661, -0.049, -1.352], [-0.113, -0.752, 1.483], [-1.531, 0.037, -0.796]], "mulliken_charge": [-1.858, 0.338, -0.004, -0.527, 0.370, 0.098, 0.594, 0.324, -0.516, 0.403, -0.782, -0.237, 0.285, 0.128, -0.295, 1.947, 0.119, 0.520, 0.336, 0.360, 1.337, 0.302, 0.382, 0.289, 0.457, -0.680, 0.084, 0.124, 0.310, 0.549, -0.547, -0.101, -1.093, -0.258, 1.454, -1.978, 0.235, 0.359, -0.456, 0.029, -0.429, 0.425, 0.023, 0.382, 0.266, 0.475, -1.715, -0.569, 0.161, -0.488, 0.717, 1.765, -2.198, 0.105, 0.358, -1.947, 0.387, 0.301, -0.106, 0.412, -1.582, 0.352, 0.354, -0.390, -0.642, 0.154, 0.362, -0.619, -0.409, -0.306], "lumo_energy_ev": [4.16, 4.16], "e_tot_ha": -2447.59089, "de_lowest_ev": 6.839, "homo_lumo_gap_ev": [2.0455, 2.0470], "charge": -2}


Number 1 is which compound?
C19H42N4O3